# 1
Density functional theory data (ωB97M-V with the def2-TZVPD basis set) for a structure of composition C34H23MnN5O6P2SSe2 in a non-equilibrium geometry.

Last column: Löwdin spin population.
Geometry (Å):
Mn1 0.93 2.09 -2.35  1.001
Se1 -1.21 -3.45 0.83  0.000
P1 -2.27 -1.62 0.90  0.001
C1 -3.86 -1.82 0.04  0.000
C2 -3.73 -2.12 -1.32  0.000
C3 -4.84 -2.43 -2.08  0.000
C4 -6.10 -2.44 -1.49  0.000
C5 -6.24 -2.13 -0.15  0.000
C6 -5.13 -1.81 0.62  0.000
C7 -2.29 -1.00 2.61  0.000
C8 -1.02 -0.69 3.10  0.000
C9 -0.85 -0.32 4.42  0.000
C10 -1.95 -0.28 5.27  0.000
C11 -3.21 -0.57 4.79  0.000
C12 -3.39 -0.94 3.46  0.000
C13 -1.48 -0.30 -0.03  0.005
C14 -0.30 -0.19 -0.76  0.004
N1 -0.31 1.08 -1.25  0.000
N2 -1.41 1.69 -0.84  0.009
N3 -2.12 0.89 -0.10  0.005
P2 1.07 -1.26 -1.20  -0.001
Se2 2.48 -0.05 -2.37  -0.020
C15 0.39 -2.53 -2.31  0.000
C16 -0.38 -1.99 -3.34  0.000
C17 -0.93 -2.82 -4.30  0.000
C18 -0.72 -4.19 -4.23  0.000
C19 0.06 -4.72 -3.22  0.000
C20 0.61 -3.89 -2.25  0.000
C21 1.91 -1.69 0.34  -0.001
C22 2.34 -2.96 0.72  0.000
C23 3.04 -3.11 1.91  0.000
C24 3.31 -2.02 2.71  0.000
C25 2.88 -0.75 2.34  0.000
C26 2.19 -0.59 1.15  0.000
H1 -2.74 -2.13 -1.77  0.000
H2 -4.72 -2.67 -3.13  0.000
H3 -6.97 -2.71 -2.08  0.000
H4 -7.22 -2.12 0.30  0.000
H5 -5.27 -1.56 1.65  0.000
H6 -0.17 -0.74 2.43  0.000
H7 0.14 -0.08 4.78  0.000
H8 -1.81 -0.01 6.31  0.000
H9 -4.07 -0.52 5.45  0.000
H10 -4.38 -1.16 3.12  0.000
H11 -0.52 -0.92 -3.40  0.000
H12 -1.53 -2.39 -5.10  0.000
H13 -1.15 -4.84 -4.98  0.000
H14 0.23 -5.79 -3.17  0.000
H15 1.20 -4.33 -1.45  0.000
H16 2.12 -3.82 0.11  0.000
H17 3.37 -4.10 2.21  0.000
H18 3.86 -2.15 3.63  0.000
H19 3.08 0.10 2.96  0.000
H20 1.85 0.40 0.86  0.000
S1 -0.87 1.74 -5.24  -0.021
C27 -0.28 2.03 -3.87  -0.032
O1 3.94 4.37 -3.64  -0.002
C28 3.11 4.01 -2.85  0.004
O2 2.13 3.19 -3.08  0.043
C29 3.16 4.48 -1.40  0.002
C30 2.25 3.99 -0.48  0.000
C31 2.35 4.33 0.86  0.000
C32 3.30 5.24 1.28  0.000
C33 4.18 5.75 0.35  0.000
C34 4.14 5.36 -0.99  0.000
N4 5.20 6.71 0.78  0.000
O3 5.98 7.12 -0.05  0.000
O4 5.19 7.04 1.95  0.000
N5 1.49 3.67 1.82  0.000
O5 0.92 2.66 1.46  0.000
O6 1.39 4.15 2.93  0.000
H21 1.42 3.35 -0.78  0.001
H22 3.36 5.54 2.32  0.000
H23 4.87 5.73 -1.70  0.000

⟨S²⟩ ... 0.776
Spin multiplicity ... 2
Net charge ... 0
Frontier orbital gap (spin up / spin down) ... 6.59 / 6.68 eV
DFT total energy ... -9069.195631 Eh
Highest occupied orbital energy (spin up / spin down) ... -7.97 / -7.98 eV
ΔE to the lowest compared entry with this formula, charge and spin ... 0.00 kJ/mol

# 2
Density functional theory data (ωB97M-V with the def2-TZVPD basis set) for the molecule C19H21N5O3 in a non-equilibrium geometry.

Last column: Löwdin charge in e.
Geometry (Å):
C1 1.68 2.87 1.45  -0.075
O1 1.16 1.59 1.70  -0.086
C2 1.95 0.67 2.30  -0.204
C3 3.22 0.92 2.82  -0.015
C4 3.92 -0.07 3.48  -0.080
C5 3.37 -1.34 3.63  -0.082
C6 2.13 -1.61 3.10  0.003
C7 1.43 -0.62 2.43  -0.113
N1 0.16 -0.90 1.87  0.127
C8 -0.91 -1.47 2.58  -0.439
O2 -0.89 -1.85 3.72  0.110
N2 -1.98 -1.49 1.70  0.210
C9 -1.60 -0.97 0.50  -0.085
C10 -2.22 -0.76 -0.72  -0.112
C11 -3.65 -1.12 -0.94  -0.486
N3 -4.08 -0.84 -2.18  0.181
O3 -4.33 -1.62 -0.06  0.060
N4 -1.51 -0.21 -1.72  0.178
C12 -0.24 0.08 -1.52  -0.301
C13 0.52 0.71 -2.65  -0.269
C14 0.18 2.21 -2.71  -0.157
C15 0.94 2.89 -3.84  -0.202
C16 0.62 2.23 -5.17  -0.210
C17 0.96 0.75 -5.12  -0.203
C18 0.19 0.06 -4.00  -0.169
N5 0.45 -0.10 -0.39  0.241
C19 -0.24 -0.60 0.61  -0.178
H1 0.89 3.41 0.93  0.091
H2 1.92 3.40 2.38  0.096
H3 2.57 2.82 0.82  0.100
H4 3.66 1.90 2.73  0.104
H5 4.90 0.15 3.88  0.105
H6 3.92 -2.11 4.16  0.103
H7 1.68 -2.59 3.20  0.122
H8 -2.90 -1.84 1.91  0.163
H9 -5.03 -1.04 -2.45  0.117
H10 -3.42 -0.43 -2.82  0.089
H11 1.58 0.61 -2.44  0.147
H12 -0.90 2.32 -2.87  0.121
H13 0.42 2.67 -1.75  0.107
H14 0.67 3.95 -3.87  0.108
H15 2.01 2.82 -3.64  0.114
H16 -0.44 2.36 -5.40  0.113
H17 1.19 2.72 -5.97  0.107
H18 0.71 0.28 -6.08  0.108
H19 2.03 0.62 -4.96  0.114
H20 -0.88 0.14 -4.18  0.107
H21 0.45 -1.00 -3.96  0.118

Spin multiplicity ... 1
SMILES ... COc1ccccc1-n1c(=O)[nH]c2c(C(N)=O)nc(C3CCCCC3)nc21
Net charge ... 0
Frontier orbital gap ... 8.71 eV
DFT total energy ... -1236.227943 Eh
Highest occupied orbital energy ... -8.50 eV
ΔE to the lowest compared entry with this formula, charge and spin ... 0.00 kJ/mol

# 3
Density functional theory data (ωB97M-V with the def2-TZVPD basis set) for a cluster of 2 separate species, C3H8N2O in total in a non-equilibrium geometry.

Last column: Löwdin charge in e.
Geometry (Å):
C1 1.19 -0.41 -0.97  -0.164
C2 1.37 1.43 0.45  -0.157
C3 -1.47 -0.89 0.26  -0.397
H1 1.73 -1.01 -0.33  0.005
H2 0.48 -0.84 -1.85  0.135
H3 2.12 0.19 -1.50  0.138
H4 0.68 2.07 1.22  0.136
H5 2.29 1.17 1.10  0.110
H6 1.63 2.18 -0.15  0.023
H7 0.37 -2.09 0.69  0.238
H8 -2.11 -1.97 0.51  0.169
N1 0.51 0.46 -0.08  -0.308
N2 -0.21 -0.37 0.98  0.075
O1 -1.97 -0.14 -0.54  -0.002

Spin multiplicity ... 1
Net charge ... 0
Frontier orbital gap ... 8.43 eV
DFT total energy ... -303.588748 Eh
Highest occupied orbital energy ... -9.29 eV
ΔE to the lowest compared entry with this formula, charge and spin ... 796.53 kJ/mol

- Which value of ΔE to the lowest compared entry with this formula, charge and spin does entry 1 give?
  0.00 kJ/mol

- Which value of ΔE to the lowest compared entry with this formula, charge and spin does entry 2 give?
  0.00 kJ/mol

- What is the DFT total energy in the second record?
  -1236.227943 Eh